The following is a DFT calculation (ωB97M-V/def2-TZVPD) of a cluster of 2 separate species, C9H14 in total in a non-equilibrium geometry.

The geometry in XYZ format:
```
23
Properties=species:S:1:pos:R:3:mulliken_charge:R:1
C -3.39117 -1.26822 0.34491 -0.77
C -2.93331 -1.00637 1.79951 -0.80
H -3.63715 -0.31213 -0.12540 0.27
H -2.55718 -1.74600 -0.19475 0.20
H -4.17118 -2.01790 0.29950 0.31
H -2.83926 -1.97947 2.30087 0.28
H -3.57255 -0.28500 2.28006 0.28
H -2.02703 -0.40002 1.82077 0.23
C 1.58193 -0.49434 -2.47588 -1.40
C 0.85573 1.31779 -0.93247 -0.36
C 1.62735 0.17914 -1.14485 0.78
C 0.99433 2.14550 0.18498 -0.56
C 1.78484 1.65437 1.21322 -0.30
C 2.42528 -0.26650 -0.08274 -0.31
C 2.44594 0.44077 1.13382 -0.53
H 0.44235 1.80317 -1.84016 0.24
H 0.43877 3.06545 0.18149 0.40
H 0.79220 -1.24706 -2.41584 0.27
H 2.48415 -0.96184 -2.83960 0.37
H 1.87555 2.25215 2.11989 0.33
H 3.20037 -0.98732 -0.30307 0.32
H 2.89145 -0.01847 1.99216 0.40
H 1.28859 0.13233 -3.31640 0.35
```

Calculated values
Highest occupied orbital energy (eV): -9.1
Frontier orbital gap (Ha): 0.36797

---

The following is a DFT calculation (ωB97M-V/def2-TZVPD) of a cluster of 11 separate species, C12H45BrO11P in total in a non-equilibrium geometry.

The geometry in XYZ format:
```
70
Properties=species:S:1:pos:R:3:mulliken_charge:R:1
O 0.77800 -4.32529 1.40299 -0.44
C 0.30613 -4.10684 0.14685 0.32
Br 1.23923 -2.74164 -0.98258 0.00
C -1.02021 -4.97993 -0.28193 -0.26
P -2.52609 -3.76051 -0.08329 0.20
H -0.97453 -5.45348 -1.35103 0.43
H -1.21276 -5.85229 0.50819 0.25
H -3.77366 -4.36620 -0.48135 0.24
H -2.59498 -3.48522 1.34354 0.18
H -2.18913 -2.54602 -0.78089 0.12
C -3.38675 0.13242 -1.49482 -0.67
O -4.12982 -0.97610 -1.02236 -0.48
H -2.45928 -0.22785 -1.94602 0.24
H -3.97030 0.66974 -2.24643 0.34
H -3.14939 0.79579 -0.65958 0.34
H -4.94645 -0.62565 -0.62768 0.26
C -1.85311 -1.63789 3.43929 -0.73
O -3.14420 -2.16877 3.67484 -0.54
H -1.63389 -1.69772 2.37068 0.14
H -1.82442 -0.59269 3.75694 0.41
H -1.11244 -2.21895 3.99408 0.44
H -3.31068 -2.10236 4.63054 0.28
C -2.84785 -8.55072 -0.32954 -0.59
O -2.69652 -7.48511 0.59014 -0.50
H -3.32825 -8.17294 -1.23512 0.22
H -1.86548 -8.95668 -0.58309 0.28
H -3.47262 -9.32991 0.11381 0.28
H -2.26801 -7.85030 1.38291 0.29
C -0.85391 2.67442 -2.35908 -0.32
O -1.30968 2.38590 -3.66799 -0.55
H -0.85118 1.75268 -1.77259 0.03
H 0.16100 3.07679 -2.40610 0.26
H -1.52362 3.39977 -1.89070 0.25
H -1.30134 3.22193 -4.16444 0.31
C 1.20083 0.38256 2.24467 -0.29
O 0.76852 1.64464 2.71846 -0.52
H 0.92860 0.28633 1.19100 0.07
H 2.28614 0.30627 2.34677 0.34
H 0.71354 -0.40949 2.81846 0.11
H 1.02364 1.70118 3.65504 0.30
C 4.45044 -1.24678 -2.59409 -0.57
O 3.58586 -0.34831 -1.92367 -0.33
H 5.27899 -0.68386 -3.03024 0.23
H 4.84346 -1.97596 -1.88136 0.29
H 3.90145 -1.75753 -3.38893 0.26
H 2.86107 -0.87606 -1.54731 0.04
C -5.30370 -0.20047 2.76743 -0.29
O -5.38532 0.42469 1.49986 -0.49
H -4.44696 -0.87836 2.77474 -0.03
H -5.17099 0.55931 3.54156 0.27
H -6.21765 -0.76980 2.95345 0.30
H -6.15410 1.01960 1.52342 0.28
C 1.97570 5.61468 -1.43545 -0.42
O 0.68461 5.08380 -1.19990 -0.48
H 2.19492 5.55485 -2.50406 0.28
H 2.00439 6.65988 -1.11780 0.27
H 2.71637 5.03362 -0.88066 0.11
H 0.51813 5.15021 -0.24420 0.26
C 5.18095 3.09088 -2.31525 -0.61
O 5.33229 4.15648 -1.39557 -0.45
H 4.70055 3.46866 -3.22084 0.26
H 6.16333 2.68492 -2.56880 0.30
H 4.55619 2.31169 -1.87190 0.19
H 5.76080 3.79129 -0.60280 0.28
C 4.97570 6.15229 0.91154 -0.60
O 3.68461 5.62140 1.14708 -0.44
H 5.19492 6.09246 -0.15708 0.22
H 5.00439 7.19749 1.22918 0.31
H 5.71637 5.57123 1.46633 0.27
H 3.51813 5.68782 2.10278 0.25
```

Calculated values
Highest occupied orbital energy (eV): -11.1
Frontier orbital gap (Ha): 0.25072
Net charge: +1

---

The following is a DFT calculation (ωB97M-V/def2-TZVPD) of the molecule C22H28N2O2.

The geometry in XYZ format:
```
54
Properties=species:S:1:pos:R:3:mulliken_charge:R:1
C -6.26218 -1.39333 0.26006 -1.38
H -6.50329 -1.09010 -0.75663 0.33
C -4.81265 -1.85358 0.35007 -0.12
H -4.57726 -2.14862 1.37356 0.30
C -3.85053 -0.73846 -0.06219 -0.89
N -2.46449 -1.09887 0.19712 0.24
C -1.60907 0.05527 0.39958 -1.10
H -2.13487 0.75443 1.05412 0.54
C -0.29480 -0.33492 1.08708 -1.18
N 0.73376 -0.76348 0.16654 0.49
C 0.59004 -1.86314 -0.61171 0.79
O 1.40941 -2.17100 -1.45760 -0.63
C -0.65455 -2.69558 -0.37742 -1.40
H -0.74611 -2.97502 0.67238 0.37
H -0.52779 -3.60222 -0.97101 0.42
C -1.93446 -1.98311 -0.82507 -0.39
H -2.69001 -2.74308 -1.02872 0.46
H -1.73838 -1.44019 -1.76804 0.33
C 1.90115 0.08917 -0.05574 0.24
C 3.16840 -0.72890 0.08932 -0.36
C 3.38462 -1.34904 1.31599 -0.37
C 4.51297 -2.11621 1.53489 -0.75
C 5.44881 -2.27146 0.52683 -0.45
C 5.24129 -1.65893 -0.69578 -0.85
C 4.10907 -0.89294 -0.91645 -0.10
H 3.95928 -0.44620 -1.88532 0.39
H 5.96218 -1.78291 -1.49039 0.39
H 6.33146 -2.87131 0.69242 0.39
H 4.66148 -2.59326 2.49272 0.39
H 2.65385 -1.23210 2.10458 0.35
C 1.76918 0.83433 -1.39490 -1.60
O 0.64201 1.68368 -1.40763 -0.35
C 0.66617 2.85074 -0.70205 0.93
C 1.77585 3.38334 -0.05394 -0.49
C 1.66843 4.59052 0.61765 -0.73
C 0.46981 5.27706 0.65812 -0.50
C -0.63638 4.75008 0.00981 -0.52
C -0.54186 3.55030 -0.66315 -0.44
H -1.39310 3.13193 -1.17722 0.43
H -1.57830 5.27788 0.02920 0.38
H 0.39693 6.21516 1.18661 0.39
H 2.53938 4.99273 1.11425 0.37
H 2.72996 2.87916 -0.06857 0.39
H 2.68317 1.39732 -1.61205 0.46
H 1.59295 0.11030 -2.19266 0.53
H 1.89469 0.83669 0.74730 1.13
H 0.08379 0.53228 1.63146 0.49
H -0.50552 -1.12592 1.81437 0.48
H -1.37504 0.57363 -0.54496 0.51
H -4.08571 0.14546 0.53604 0.42
H -4.01397 -0.47605 -1.12140 0.26
H -4.67641 -2.72761 -0.28811 0.29
H -6.43793 -0.54651 0.91985 0.34
H -6.93546 -2.19740 0.54675 0.39
```

Calculated values
Highest occupied orbital energy (eV): -8.6
Frontier orbital gap (Ha): 0.34497

---

The following is a DFT calculation (ωB97M-V/def2-TZVPD) of the ion C2H3N4O with charge +1 in a non-equilibrium geometry.

The geometry in XYZ format:
```
10
Properties=species:S:1:pos:R:3:mulliken_charge:R:1
C 1.26663 1.07074 -0.75085 0.07
C -0.70715 0.35887 0.91989 0.11
N 0.07945 -1.00433 -0.57359 -0.30
N -0.83020 -1.61965 0.14060 0.24
N -1.36297 -0.70954 1.04531 -0.38
N 0.20304 0.23247 -0.23384 0.44
O 1.76755 1.89497 -0.08743 -0.29
H 1.53328 0.89511 -1.74991 0.41
H -0.70092 1.39917 1.33841 0.39
H -1.24870 -2.51780 -0.04860 0.30
```

Calculated values
Highest occupied orbital energy (eV): -16.8
Frontier orbital gap (Ha): 0.39220
Net charge: +1

---

The following is a DFT calculation (ωB97M-V/def2-TZVPD) of the molecule C2H5N3S in a non-equilibrium geometry.

The geometry in XYZ format:
```
11
Properties=species:S:1:pos:R:3:mulliken_charge:R:1
C -1.35952 1.29126 -0.45103 0.43
C 1.21869 -1.30437 1.03578 -0.78
N -0.68473 0.53112 -1.08861 -0.19
N 0.61365 0.06838 -1.16381 -0.33
N -2.09530 1.96211 0.24039 -0.52
S 0.86884 -1.54894 -0.68127 -0.02
H 1.11729 -2.23907 1.49607 0.34
H 0.27656 -0.83138 1.32694 0.21
H 1.99081 -0.55364 1.24127 0.30
H 1.05488 0.14819 -2.03978 0.27
H -3.00117 2.47635 0.08405 0.28
```

Calculated values
Highest occupied orbital energy (eV): -8.6
Frontier orbital gap (Ha): 0.34571

---

| no. | LUMO (eV) |
| --- | --- |
| 1 | 0.952 |
| 2 | -4.306 |
| 3 | 0.779 |
| 4 | -6.097 |
| 5 | 0.836 |